CHI2O2S2 | the ωB97M-V functional and the def2-TZVPD basis

Properties
HOMO energy in eV: -4.81
Energy above the lowest of the compared OMol25 structures with the same formula, charge and spin in eV: 0.241
Orbital gap in eV: 7.4

```
! RIJCOSX wB97M-V def2-TZVPD def2/J DEFGRID3
* xyz -1 1
I 0.890 1.914 -1.689
I -2.258 0.264 -0.995
S 0.620 -2.110 0.922
S 0.351 -0.188 0.980
O 1.542 0.590 1.207
O -0.854 0.261 1.783
C -0.193 0.113 -0.811
H -0.099 -0.844 -1.397
*
```

Calculated atomic charges, method natural (NBO), unit e: 0.06 0.16 -0.62 1.88 -0.97 -0.98 -0.78 0.25